No. 1
{
  "formula": "C14H25N4O8",
  "method": "ωB97M-V/def2-TZVPD",
  "symbols": ["C", "N", "O", "H", "H", "H", "H", "H", "O", "H", "O", "H", "H", "C", "H", "C", "H", "O", "C", "H", "C", "H", "O", "C", "H", "C", "H", "C", "H", "O", "C", "H", "H", "O", "C", "N", "H", "H", "H", "C", "H", "H", "O", "N", "C", "H", "C", "H", "N", "C", "H"],
  "xyz": [[-0.5656, 1.4477, 3.3018], [-0.0501, -0.2402, -1.0062], [-0.9218, -3.7301, -2.2900], [1.7252, -3.8405, -6.1133], [0.0960, 0.5843, 3.3782], [0.8455, 2.5084, 5.1563], [2.8398, 4.0065, 3.8701], [-0.2009, -2.3517, -6.9700], [0.5135, 3.2714, 2.1399], [-1.1808, -4.3843, -1.6121], [0.6809, -1.4801, -3.3555], [0.7156, -4.8457, -2.9128], [1.9890, -2.9800, -3.8610], [-2.1507, 2.4013, 5.0649], [0.1919, 2.6501, 0.2930], [-2.2796, 3.7731, 4.4266], [-0.7407, -1.3351, -5.6327], [-2.7607, 2.1623, 6.0907], [0.4978, -3.8312, -2.5633], [-0.8199, -3.5652, -4.8118], [0.9118, -2.8581, -3.6900], [1.4302, -3.9398, 0.5632], [0.7477, -4.0672, -0.1164], [1.3105, -3.6244, -1.2676], [-1.2698, -1.2961, 0.5015], [-1.4838, 1.1752, 2.0835], [-2.1538, 0.3494, 2.3330], [0.0691, -1.9903, -5.9714], [-2.1132, 2.0457, 1.8986], [1.3009, -1.2474, -6.0290], [0.3934, 2.6557, 3.1967], [-1.3934, 4.3662, 4.6405], [-1.4059, 0.5888, 5.0715], [0.9249, -4.2150, -5.6998], [0.1896, -3.1943, -5.0186], [-0.0607, 1.7026, -0.0002], [1.3276, -0.6904, -6.8319], [1.4268, 5.0741, 3.9833], [0.1284, -0.9671, -1.7116], [-0.7779, -0.3912, 0.1611], [1.0105, 1.4411, -1.8705], [2.1469, 4.3994, 5.4594], [2.3948, -3.0673, -1.2987], [-1.3758, 1.4462, 4.5374], [1.9114, 4.1943, 4.4133], [0.9413, -0.9769, -4.1623], [-0.7845, 0.8269, 0.7864], [-2.4317, 3.6944, 3.3555], [1.0259, 3.0333, 4.3136], [0.3777, 1.0363, -1.0857], [-3.1431, 4.2751, 4.8629]],
  "energy_ha": -1369.26340,
  "total_charge": 1,
  "relative_energy_ev": 0.426,
  "e_lumo_ev": -2.31,
  "gap_ev": 9.83
}


No. 2
{
  "formula": "C14H25N5O3S",
  "method": "ωB97M-V/def2-TZVPD",
  "symbols": ["H", "H", "H", "C", "C", "H", "H", "C", "H", "C", "H", "H", "O", "H", "N", "H", "H", "H", "C", "H", "C", "H", "H", "S", "O", "H", "C", "C", "N", "O", "N", "C", "H", "C", "C", "H", "H", "H", "C", "N", "H", "H", "N", "H", "H", "C", "C", "H"],
  "xyz": [[-1.2247, 4.6987, -1.4080], [-1.1702, 2.8509, 2.0224], [-0.1720, 0.4130, 1.6704], [-0.7815, -0.8035, -2.2223], [3.7224, -1.1722, 0.6240], [-2.2650, -1.6568, 1.7075], [-2.1434, 3.6537, -2.5335], [-2.6614, 0.3165, 1.0378], [0.9541, 0.5940, -3.8808], [-2.1523, 2.4572, 2.2969], [3.9394, -0.5696, 1.5017], [-1.3547, 1.6580, -2.8778], [-0.2200, 2.5712, -0.0905], [1.8815, -3.5801, 2.2922], [-3.5053, 1.1554, -0.7488], [-1.0544, -0.8245, -3.2758], [-0.2196, -1.7038, -1.9919], [4.5893, -1.7820, 0.3877], [2.5100, -2.0659, 0.8877], [2.9150, -2.3266, 2.9923], [0.2077, -1.5676, 1.4637], [3.5176, -0.5044, -0.2086], [1.9020, -0.3457, -2.7264], [-3.1727, 3.8396, -0.3604], [-0.1754, -2.7104, 1.4687], [-1.6918, -0.8054, -1.6261], [-3.1885, 2.1385, 0.0455], [2.7460, -2.9465, 2.1143], [-0.7606, 1.6254, -2.0638], [1.4362, -1.1285, 1.1457], [-0.5611, -0.5056, 1.8305], [-0.8301, 2.5967, -1.1449], [3.6176, -3.5744, 1.9525], [-1.7498, 3.7511, -1.5231], [1.2719, 0.5318, -2.8418], [2.0400, -2.2812, -1.2086], [-2.8276, 3.2922, 2.4835], [0.3980, 0.4130, -0.8774], [2.1948, -2.9184, -0.3408], [-2.6635, 1.6680, 1.2133], [1.8587, 1.4152, -2.6013], [-2.0680, 1.8437, 3.1911], [-3.1730, 0.0183, -0.1280], [1.2976, -3.5061, -0.1672], [-2.2968, -0.4335, 3.0077], [-1.9990, -0.6303, 1.9702], [0.0581, 0.4312, -1.9180], [3.0245, -3.5904, -0.5414]],
  "energy_ha": -1446.21696,
  "total_charge": 0,
  "e_lumo_ev": 0.60,
  "gap_ev": 9.84
}


No. 3
{
  "formula": "C14H25NO5",
  "method": "ωB97M-V/def2-TZVPD",
  "symbols": ["C", "C", "H", "H", "H", "H", "H", "C", "O", "C", "H", "H", "H", "H", "H", "H", "H", "H", "C", "H", "C", "C", "H", "O", "H", "O", "H", "O", "C", "H", "H", "H", "C", "H", "H", "C", "H", "N", "C", "C", "O", "H", "C", "H", "C"],
  "xyz": [[0.1338, 0.4771, -1.9568], [3.7519, 0.4501, 0.4765], [-4.5179, -1.4608, 1.6472], [1.7555, 2.6332, -1.3064], [2.2312, -0.2602, -3.5918], [3.3947, -2.9835, 0.0850], [4.6769, -2.1151, 0.9320], [3.4049, 1.7437, -0.2529], [-3.6023, 1.8629, 0.7890], [-5.1983, -0.7830, 2.2620], [-5.2767, -1.1133, 3.3688], [-0.1391, 1.3708, -2.5254], [1.8496, 1.4602, -3.5547], [3.5451, 2.5926, 0.4239], [-0.1205, -0.3922, -2.5709], [4.2130, -1.8503, -2.1072], [5.4652, -1.3131, -0.9938], [-6.5031, -1.2032, 0.5038], [-2.2652, 0.0152, 1.6680], [-2.3439, -0.8442, 0.8955], [-3.6142, 0.8582, 1.5630], [3.4323, -0.8248, -0.3346], [-0.5074, 0.4702, -1.0719], [-4.8048, 0.6179, 2.2890], [4.0923, 1.9061, -1.0886], [1.1726, -1.0720, 0.0255], [3.0307, -1.9902, 1.5082], [-7.8392, 0.9993, 0.4653], [-6.6905, -0.9696, 1.6231], [3.3741, 0.9252, -2.9393], [3.1988, 0.4349, 1.4229], [-2.1735, -0.5146, 2.6913], [1.9598, 1.7180, -0.7421], [4.7043, -0.1510, -2.0284], [-7.2163, -1.8801, 2.0655], [4.5011, -1.0380, -1.4318], [4.8137, 0.4666, 0.7461], [2.0734, -0.7974, -0.9576], [2.3225, 0.6503, -2.9907], [3.6362, -2.0486, 0.6003], [-7.9744, 0.7677, 2.8141], [-1.3189, 0.5873, 1.4018], [1.6463, 0.4804, -1.6080], [1.2941, 1.7461, 0.1293], [-7.5679, 0.3715, 1.6555]],
  "s2": 0.754,
  "multiplicity": 2,
  "energy_ha": -979.31886,
  "total_charge": -1,
  "e_lumo_ev": [2.03, 1.26],
  "gap_ev": [5.84, 5.06]
}


No. 4
{
  "formula": "C14H26AlBrFN2O20S5",
  "method": "ωB97M-V/def2-TZVPD",
  "symbols": ["H", "C", "C", "S", "H", "H", "O", "H", "O", "H", "O", "O", "C", "O", "C", "C", "C", "C", "H", "H", "O", "O", "O", "S", "O", "H", "H", "H", "O", "H", "O", "C", "O", "H", "C", "O", "H", "H", "H", "Br", "H", "H", "S", "S", "O", "O", "F", "N", "O", "O", "H", "C", "H", "O", "H", "C", "H", "H", "S", "H", "H", "H", "O", "C", "Al", "C", "O", "H", "N", "C"],
  "xyz": [[3.2341, 0.4041, 5.1807], [-2.5718, 8.9726, 1.4869], [0.5513, 2.5542, -2.5324], [-1.4857, 3.9831, 0.1339], [1.7312, -0.5422, -1.9491], [-2.4852, 9.7415, 0.7145], [-0.1284, -9.4781, -1.8259], [1.4004, -7.4711, -2.9610], [-3.4480, 9.4072, 2.5255], [-0.4137, -9.7977, -3.8287], [2.9902, -3.7165, 2.4430], [3.9707, 0.4832, 3.2392], [0.4807, -7.8594, -3.4104], [-3.0271, 2.5097, -4.1535], [-2.8605, 2.9078, -2.8897], [0.5145, 1.3924, -1.3472], [0.3410, -9.3597, -3.1669], [1.8787, 0.4490, -1.3249], [0.4431, 1.8639, -0.2537], [-1.4258, 5.7019, -4.0214], [-1.4010, 6.6651, -2.0350], [3.5129, -0.2916, 0.9081], [-2.4494, -8.5782, -1.6632], [2.9232, -5.1510, 2.5985], [-3.7965, 0.2558, -2.2499], [0.0831, -6.8709, 1.7983], [2.0374, 0.2157, 3.8688], [1.5764, 3.1585, -2.4867], [1.3634, -5.5788, 2.8030], [-2.4537, 7.0587, 0.4296], [3.7201, -5.8772, 3.5622], [3.2687, -1.5477, 4.1937], [0.3083, 6.6372, -0.7598], [-4.9471, 3.0112, -2.4205], [-4.2353, 1.2996, -1.5156], [3.5032, -1.8876, 2.8290], [1.9059, -6.8588, -0.1910], [-4.0242, 7.8944, 0.2787], [-0.4499, 0.7231, -1.5278], [0.2628, 1.7853, -4.3865], [0.2877, 5.8570, -3.2511], [2.8609, 1.0396, -1.5989], [-4.1896, 8.1149, 3.1871], [-1.0684, -8.1913, -1.4780], [-3.6979, 7.0071, 2.0956], [-0.5777, -7.5819, -0.2638], [-4.9381, 0.9367, -0.2318], [-4.0571, 2.7390, -1.9466], [3.1412, -5.8393, 1.1359], [-0.6276, -7.2599, -2.7413], [2.0155, 0.1242, -0.1845], [0.8578, -6.1288, 1.5877], [2.4069, -2.0939, 4.5845], [-3.5588, 7.8206, 4.4528], [0.4288, -5.3129, 0.9971], [-3.1849, 7.6823, 0.9494], [-1.5869, 8.7873, 1.9275], [-0.1963, 4.3676, 0.6189], [4.2580, -0.6419, 2.0949], [1.2869, -9.8919, -3.2928], [2.3278, -7.7099, 1.3208], [0.4635, -7.6105, -4.4748], [-5.6175, 8.2901, 3.0402], [3.0507, -0.0370, 4.1974], [-1.1011, 3.7695, -2.1556], [2.0658, -6.7407, 0.8834], [5.6772, -0.9191, 2.0812], [4.1615, -1.8184, 4.7673], [-0.4315, 7.3577, -1.4109], [-0.8549, 5.6755, -2.9841]],
  "energy_ha": -7070.34063,
  "total_charge": -1,
  "e_lumo_ev": 1.38,
  "gap_ev": 6.83
}


| no. | F_max (eV Å⁻¹) |
| --- | --- |
| 1 | 2.4 |
| 2 | 1.1 |
| 3 | 5.8 |
| 4 | 9.6 |